Formula: C24H29Cl2N3O4RuSSe
Source: OMol25
Level of theory: the ωB97M-V functional and the def2-TZVPD basis

The calculation puts the energy relative to the best compared isomer or geometry (same formula, charge and spin) at 3.701 eV. As for the total charge: +1. As for the expectation value of S²: 1.079. Its HOMO energy (alpha / beta) is -9.812 / -9.804 eV. As for the spin multiplicity: 2.

```
65
C24H29Cl2N3O4RuSSe (the ωB97M-V functional and the def2-TZVPD basis)
Ru -0.3461 -0.2255 0.1291
C 2.6628 -1.9585 -0.2625
O 1.2634 -2.1569 -0.3584
C 0.8793 -3.0450 -1.3866
C -0.5526 -3.4559 -1.1062
O -1.4173 -2.3313 -0.9878
C -2.0722 -1.9612 -2.2045
C -3.0485 -0.8604 -1.8684
O -2.3636 0.3399 -1.5424
C -2.3891 1.3247 -2.5687
H 3.1572 -2.8876 0.0352
H 2.8284 -1.2007 0.5013
H 3.0843 -1.6124 -1.2118
H 1.5216 -3.9320 -1.3848
H 0.9459 -2.5437 -2.3585
H -0.5942 -3.9709 -0.1464
H -0.9037 -4.1329 -1.8891
H -2.6089 -2.8260 -2.6068
H -1.3451 -1.6104 -2.9442
H -3.5997 -1.1604 -0.9764
H -3.7524 -0.7026 -2.6880
H -3.4223 1.5674 -2.8288
H -1.8525 0.9914 -3.4601
H -1.9056 2.2114 -2.1658
Cl 2.1734 3.3142 2.8837
C 1.9249 1.6816 3.3675
C 2.3499 1.2565 4.6293
C 2.1582 -0.0345 5.0489
Cl 2.7099 -0.5123 6.6164
C 1.4875 -0.9579 4.2178
C 1.2080 -2.2979 4.5511
C 0.5043 -3.0829 3.6736
C 0.0795 -2.5365 2.4565
N 0.3596 -1.3013 2.1128
C 1.0518 -0.5073 2.9491
C 1.2985 0.8151 2.4676
O 0.9493 1.1509 1.2718
H 2.8506 1.9599 5.2801
H 1.5498 -2.6854 5.5009
H 0.2622 -4.1081 3.9139
H -0.5075 -3.1117 1.7520
Se -2.5811 -0.5499 1.5294
C -3.1877 1.2449 1.3890
C -2.2986 2.2643 1.0424
C -2.7353 3.5749 0.9742
C -4.0604 3.8789 1.2563
C -4.9469 2.8698 1.6020
C -4.5163 1.5549 1.6701
H -1.2575 2.0295 0.8347
H -2.0386 4.3628 0.7194
H -4.3999 4.9048 1.2101
H -5.9778 3.1086 1.8263
H -5.2020 0.7605 1.9364
S 0.5919 0.2469 -2.2870
C 2.0103 0.9134 -2.9022
N 2.9430 0.2134 -3.5612
C 3.9329 1.0712 -4.2112
C 3.5862 2.4616 -3.6425
N 2.3485 2.2005 -2.9135
H 2.8038 -0.7455 -3.8262
H 3.8269 1.0322 -5.2961
H 4.9436 0.7575 -3.9557
H 3.4213 3.1980 -4.4276
H 4.3647 2.8373 -2.9782
H 1.8497 2.9068 -2.4014
```